No. 1
83
Properties=species:S:1:pos:R:3:forces:R:3 method="wB97M-V/def2-TZVPD" total_charge=+2 e_tot_ha=-3153.96210 homo_ev="-14.03 / -14.08" lumo_ha="-0.2219 / -0.3100" spin_multiplicity=4
Mn 0.40762 1.63717 -1.05317 0.579 -0.469 -1.175
O 2.09036 2.11456 -2.38964 -0.050 0.014 0.283
C 1.84915 1.37335 -3.60451 0.045 0.010 -0.025
C 0.42662 1.59858 -4.06864 -0.042 -0.024 -0.044
N -0.52173 1.45590 -2.93196 0.074 0.023 0.288
C -1.48631 2.58783 -2.92263 -0.053 -0.054 -0.032
C -0.79002 3.78332 -2.30172 0.153 -0.041 0.215
O -0.87037 4.90790 -2.69032 -0.059 0.035 -0.054
O -0.05934 3.39765 -1.24844 -0.271 0.166 0.013
C -1.26083 0.18420 -2.87851 -0.025 0.011 -0.027
C -1.75715 -0.03662 -1.45246 0.391 0.145 0.045
O -2.70850 -0.72011 -1.18365 -0.079 -0.107 -0.277
O -0.99668 0.54013 -0.52820 -0.641 0.025 0.278
H 2.20006 3.05517 -2.59151 -0.061 0.018 0.035
H 2.02578 0.32948 -3.35169 0.016 -0.008 -0.002
H 2.56471 1.66410 -4.37348 0.007 0.018 0.022
H 0.17522 0.90833 -4.87731 -0.024 0.017 0.001
H 0.32630 2.61079 -4.46336 0.016 -0.001 0.000
H -2.32690 2.32404 -2.27743 -0.025 0.018 -0.031
H -1.86305 2.80555 -3.92163 0.010 0.000 -0.004
H -0.58448 -0.63688 -3.12416 0.002 0.000 0.007
H -2.10002 0.16510 -3.57612 0.018 -0.016 -0.026
C 1.78543 -2.60356 -3.07726 -0.018 -0.052 0.017
C 1.36254 -2.63537 -1.60947 0.051 0.054 -0.130
C -0.10049 -3.03504 -1.45551 0.036 -0.055 0.076
Sb 1.89360 -0.79239 -0.62421 -0.152 0.023 0.096
C 4.05436 -0.90788 -0.68826 -0.017 0.128 -0.006
C 4.63449 -0.11592 -1.85756 0.054 -0.031 0.014
C 4.56608 -2.34435 -0.66886 0.011 -0.001 0.021
C 1.49648 -1.32806 1.44110 -0.093 0.001 -0.018
C 1.55770 -2.82818 1.71903 0.010 -0.013 0.002
C 2.42023 -0.57982 2.39787 0.014 -0.019 0.024
H 1.70342 -3.60000 -3.51696 -0.022 0.005 0.000
H 2.81562 -2.27346 -3.21625 0.018 -0.006 0.003
H 1.13908 -1.94627 -3.66575 0.000 0.017 -0.011
H 1.98929 -3.35399 -1.07699 -0.006 -0.027 -0.013
H -0.76185 -2.41738 -2.05978 -0.022 -0.010 -0.020
H -0.45197 -2.98120 -0.42391 -0.024 0.014 -0.035
H -0.23588 -4.06517 -1.79369 -0.001 0.006 -0.001
H 4.34356 -0.41643 0.24431 0.004 0.022 0.000
H 4.40126 -0.58809 -2.81490 -0.013 0.013 -0.007
H 5.72331 -0.08331 -1.77923 0.000 -0.025 -0.003
H 4.27438 0.91178 -1.88276 -0.005 0.024 0.001
H 4.36685 -2.85583 -1.61131 -0.024 -0.012 -0.001
H 4.14041 -2.94066 0.13774 0.000 0.009 0.010
H 5.64955 -2.34057 -0.53035 0.002 0.013 -0.020
H 0.46469 -0.97844 1.57766 0.018 -0.019 0.027
H 2.58097 -3.19781 1.64559 0.001 -0.004 -0.010
H 0.93829 -3.42239 1.05051 -0.003 0.004 0.027
H 1.22592 -3.02924 2.74117 0.000 0.021 -0.008
H 3.44146 -0.95685 2.32063 0.009 0.004 -0.001
H 2.10502 -0.74296 3.43221 -0.006 -0.010 -0.009
H 2.45093 0.49490 2.22361 0.005 -0.013 -0.001
C -6.99793 -1.85573 1.53246 -0.002 0.002 -0.012
C -5.74407 -1.21267 1.98981 0.059 0.005 -0.004
C -5.69919 -0.46923 3.19575 -0.027 -0.010 -0.012
C -4.55795 0.13364 3.62813 0.078 0.024 -0.012
C -3.36980 -0.00123 2.84392 -0.228 -0.064 -0.008
N -2.18519 0.56436 3.16233 0.148 -0.053 0.181
C -1.92214 1.47114 4.22687 -0.298 0.081 -0.259
O -2.69158 1.64571 5.12789 0.090 -0.084 0.098
N -0.73505 2.15472 4.13421 0.151 0.020 0.048
C 0.19178 2.33974 3.09725 -0.128 -0.045 0.088
C 1.38555 3.00217 3.38525 0.043 0.074 0.001
C 2.29916 3.22716 2.37741 0.004 -0.003 0.026
C 2.03506 2.74191 1.10717 -0.021 -0.163 0.070
N 0.89839 2.09896 0.83574 0.320 0.300 0.099
C -0.02788 1.94527 1.78884 0.042 0.022 -0.189
C -3.40738 -0.73900 1.61642 0.107 0.091 0.271
C -4.56253 -1.31239 1.20426 -0.144 -0.041 0.002
H -7.75663 -1.88300 2.30994 -0.004 0.001 0.002
H -6.80502 -2.86643 1.16865 -0.002 0.001 0.000
H -7.39960 -1.29439 0.68071 0.001 0.000 0.004
H -6.60074 -0.38313 3.78776 -0.002 -0.010 0.007
H -4.53220 0.69120 4.54918 -0.002 -0.003 0.002
H -1.40859 0.31930 2.56097 -0.139 -0.109 0.141
H -0.58939 2.71277 4.96555 0.022 0.001 -0.017
H 1.58302 3.35578 4.39008 0.004 -0.019 0.003
H 3.21970 3.75785 2.57278 0.002 -0.003 0.004
H 2.74606 2.84620 0.29840 -0.019 0.031 -0.018
H -0.96084 1.52778 1.44146 0.162 0.181 -0.114
H -2.52075 -0.77854 0.99521 -0.084 -0.069 0.078
H -4.59940 -1.83553 0.25776 0.057 0.001 0.004


No. 2
48
Properties=species:S:1:pos:R:3:forces:R:3 method="wB97M-V/def2-TZVPD" total_charge=0 e_tot_ha=-1446.83703 homo_ev=-8.85 lumo_ha=0.0037 e_above_lowest_kj_mol=278.2
N -10.60116 0.66477 -1.00520 0.026 0.069 -0.007
C -9.57653 0.30885 -0.62962 -0.045 -0.127 0.013
C -8.30961 -0.12832 -0.13430 0.019 0.062 -0.005
N -7.91411 -1.33921 -0.28233 0.004 0.001 0.001
N -6.69710 -1.49733 0.27011 -0.001 -0.004 0.002
C -6.09072 -0.40674 0.88680 0.001 0.002 -0.003
N -4.98586 -0.31895 1.48187 0.001 -0.001 0.002
C -4.15258 -1.50873 1.55293 -0.001 -0.001 -0.004
C -3.33149 -1.73495 0.28039 0.006 -0.002 -0.003
C -2.48491 -3.03188 0.39387 -0.005 0.003 0.001
C -1.03214 -2.60293 0.16366 -0.017 0.013 -0.035
C -1.02948 -1.14836 0.63566 0.038 -0.042 0.031
N 0.21011 -0.43764 0.35643 -0.032 0.063 0.051
C 0.43996 0.56478 -0.53508 0.009 -0.017 -0.044
O -0.36395 1.01642 -1.32439 0.002 -0.001 0.002
C 1.81438 1.06852 -0.46020 0.019 -0.051 -0.011
C 2.93986 1.48623 -0.42571 -0.019 0.047 0.011
C 4.30884 1.99971 -0.40595 0.008 -0.012 -0.004
C 5.13055 1.37333 0.72955 -0.003 0.001 -0.002
C 6.55479 1.91971 0.73812 0.000 -0.002 0.000
C 7.23926 1.70552 -0.60923 -0.001 0.002 0.001
C 6.42299 2.32202 -1.74203 0.000 -0.002 -0.001
C 4.99832 1.77720 -1.76086 -0.003 0.000 0.003
C -2.32033 -0.60041 0.02971 -0.002 -0.001 0.006
S -7.21701 0.94943 0.70309 -0.003 -0.003 -0.002
H -6.27454 -2.40589 0.19973 0.000 0.000 -0.002
H -3.47033 -1.38358 2.39708 -0.001 0.001 0.001
H -4.74518 -2.41001 1.77397 0.001 -0.001 0.001
H -4.01887 -1.79758 -0.56717 -0.004 0.003 0.001
H -2.59525 -3.45735 1.39551 0.000 0.000 0.000
H -2.80447 -3.79907 -0.31063 0.001 -0.001 0.001
H -0.31076 -3.22792 0.69193 0.001 0.000 -0.002
H -0.77911 -2.62021 -0.89936 0.000 0.000 0.000
H -1.14245 -1.14810 1.72683 -0.003 -0.001 0.000
H 0.99739 -0.67662 0.93605 -0.001 -0.001 0.001
H 4.25048 3.08070 -0.22960 0.000 0.000 0.000
H 4.63722 1.55897 1.68542 0.001 0.000 0.000
H 5.15025 0.28827 0.58400 0.001 0.000 0.001
H 6.52748 2.99172 0.96271 0.000 0.000 0.000
H 7.12859 1.44690 1.53767 0.000 0.001 0.000
H 8.24603 2.12783 -0.59393 0.000 -0.001 0.000
H 7.35001 0.63056 -0.78945 0.000 -0.001 0.000
H 6.39104 3.40960 -1.61360 0.000 0.000 0.000
H 6.90314 2.13452 -2.70442 0.000 0.001 0.000
H 5.01365 0.70257 -1.96893 0.001 0.000 -0.001
H 4.41089 2.24603 -2.55162 0.000 0.000 0.000
H -2.18060 -0.43817 -1.03555 -0.001 0.000 -0.001
H -2.63666 0.34580 0.46607 0.001 0.001 -0.003


No. 3
23
Properties=species:S:1:pos:R:3:forces:R:3 method="wB97M-V/def2-TZVPD" total_charge=0 smiles=Cc1ccccc1.CC e_tot_ha=-351.25783 homo_ev=-8.75 lumo_ha=0.0364 e_above_lowest_kj_mol=190.0
C -1.67983 2.73676 -0.83244 -3.345 -1.100 0.357
C -3.03566 2.07644 -0.42968 0.338 -2.185 1.095
H -1.82718 3.79245 -0.75718 0.544 0.674 -0.359
H -0.95497 2.32549 -0.20414 1.298 0.070 0.649
H -1.66296 2.30275 -1.80146 1.228 0.472 -1.235
H -2.88571 0.93471 -0.30734 0.078 1.637 0.203
H -3.70276 2.03671 -1.28339 -0.558 0.788 0.142
H -3.49266 2.43263 0.52737 0.176 -0.127 -1.025
C 1.17658 0.92722 0.77735 -1.085 0.710 -0.058
C 2.03097 -0.95630 -0.47741 -1.036 -0.078 -2.098
C 1.29454 -0.53775 0.60032 1.555 -0.311 0.252
C 1.80636 -2.23919 -0.97991 1.551 -1.458 0.143
C 1.28387 -3.29894 -0.21477 -0.275 1.045 0.658
C 0.83817 -1.56015 1.42538 -2.485 -0.720 2.051
C 0.67564 -2.88966 1.03205 1.096 -0.937 -2.107
H 2.59759 -0.20497 -1.06058 -0.576 -0.591 0.131
H 2.17898 -2.49387 -1.96982 0.333 0.067 0.187
H 1.42813 1.18490 1.76520 -0.086 0.553 1.600
H 0.13049 1.28471 0.54853 1.262 -0.590 0.462
H 1.51285 -4.35518 -0.54458 -1.142 1.287 0.353
H 0.43832 -1.43447 2.47523 0.181 0.766 -1.381
H -0.01384 -3.59327 1.53507 1.049 0.477 0.322
H 1.86309 1.52900 0.17622 -0.101 -0.448 -0.345


No. 4
71
Properties=species:S:1:pos:R:3:forces:R:3 method="wB97M-V/def2-TZVPD" total_charge=+1 e_tot_ha=-9438.45110 homo_ev=-10.74 lumo_ha=-0.1412 e_above_lowest_kj_mol=41.4
Ta 1.19434 -0.98555 0.64289 -0.045 0.167 -0.625
S 2.65951 -0.83640 2.50620 0.320 0.056 0.351
S 3.66348 -2.64386 2.52978 -0.088 -0.062 0.001
S 2.00880 -3.75112 2.99635 0.087 0.003 0.003
S 0.85052 -3.29701 1.33291 -0.110 -0.061 0.165
C -4.66424 -1.92320 -0.51747 0.001 0.026 -0.060
C -4.24231 -1.85928 0.94092 0.038 -0.020 -0.005
S -2.49685 -2.17810 1.29031 -0.050 0.047 0.003
C -2.24102 -3.79116 0.51780 0.013 0.037 -0.003
C -1.34574 -3.84823 -0.74078 0.031 0.003 -0.058
S -0.37813 -2.38768 -1.21666 -0.054 -0.033 0.007
C -1.30578 -1.67628 -2.62606 -0.013 -0.037 0.020
C -2.82587 -1.79299 -2.69049 0.011 0.043 0.027
S -3.81277 -0.73987 -1.59281 0.029 0.006 0.026
H -5.73046 -1.70301 -0.58134 -0.003 -0.009 -0.004
H -4.52765 -2.92023 -0.93576 -0.007 -0.018 0.027
H -4.85376 -2.54800 1.52635 -0.006 -0.002 0.007
H -4.41133 -0.85690 1.33943 -0.020 -0.014 -0.002
H -3.21838 -4.21070 0.28318 -0.008 -0.009 0.013
H -1.79604 -4.42602 1.27786 -0.004 -0.010 0.014
H -1.92202 -4.09631 -1.62994 0.000 -0.001 0.002
H -0.60440 -4.63414 -0.62241 -0.018 -0.025 -0.002
H -0.89193 -2.18391 -3.49839 -0.006 -0.002 -0.011
H -0.99333 -0.63904 -2.68517 0.000 0.012 -0.019
H -3.16351 -2.82056 -2.57287 0.015 -0.012 -0.005
H -3.09390 -1.51187 -3.71090 0.004 -0.003 0.000
C -1.16343 1.35806 -1.14157 -0.012 -0.040 -0.031
C 0.19708 1.29436 -1.74946 0.046 -0.062 0.025
C 0.50495 2.19636 -2.79091 -0.023 0.010 -0.009
C 1.69636 2.13199 -3.44917 -0.005 0.032 -0.027
C 2.63556 1.14823 -3.07967 0.018 -0.043 0.028
C 3.91183 0.94641 -3.66620 -0.003 0.034 -0.022
Br 4.46129 2.02648 -5.11171 -0.005 -0.011 0.016
C 4.75646 -0.01670 -3.19549 0.033 -0.005 -0.017
C 4.38396 -0.82782 -2.10368 0.000 -0.056 0.071
Br 5.56332 -2.12053 -1.43645 0.012 0.008 -0.019
C 3.15958 -0.66132 -1.51805 -0.004 0.076 -0.058
O 2.71370 -1.35701 -0.46719 0.093 -0.050 -0.070
C 2.27514 0.31290 -2.01405 -0.046 0.012 0.019
N 1.07575 0.38128 -1.35398 -0.038 0.065 0.049
H -1.91127 1.34173 -1.93503 -0.005 0.016 0.002
H -1.29517 2.29773 -0.60924 0.006 0.010 0.012
H -1.36162 0.52738 -0.46976 -0.008 0.001 0.008
H -0.23781 2.93538 -3.05956 0.008 -0.003 -0.005
H 1.92832 2.82247 -4.24897 -0.006 -0.004 0.000
H 5.72666 -0.16188 -3.64899 -0.002 -0.001 0.006
C -2.18402 1.16003 2.55382 -0.016 0.048 -0.026
Si -0.42622 0.70704 3.02497 -0.077 -0.034 0.047
C -0.42661 -0.94300 3.88902 0.025 0.004 0.015
C 0.35288 1.93995 4.17516 0.011 0.034 -0.005
N 0.57613 0.68879 1.48049 -0.156 -0.128 0.138
C 1.10276 1.97203 1.11689 0.043 0.107 -0.025
C 2.44188 2.11325 0.75012 -0.009 -0.073 -0.015
C 2.93928 3.33910 0.33276 0.016 0.024 -0.004
C 2.12080 4.45720 0.30691 0.000 -0.010 0.009
C 0.79833 4.33689 0.71248 0.012 0.008 -0.013
C 0.29454 3.11031 1.11277 -0.026 -0.031 0.029
H -2.87644 0.67638 3.24744 0.016 0.008 0.005
H -2.43820 0.82409 1.54543 0.006 0.002 0.018
H -2.36827 2.23466 2.61216 -0.011 -0.018 -0.012
H -1.28768 -0.92649 4.56507 0.009 0.002 -0.008
H 0.47467 -1.05733 4.49037 -0.004 -0.013 -0.010
H -0.53323 -1.82543 3.26264 -0.014 0.009 0.001
H -0.16007 1.88166 5.13915 0.007 -0.004 -0.007
H 0.29965 2.96987 3.82465 0.002 -0.012 0.018
H 1.40252 1.68834 4.34566 -0.005 0.003 -0.005
H 3.11309 1.26408 0.81251 -0.006 0.010 -0.001
H 3.98084 3.41883 0.04823 -0.008 -0.004 0.002
H 2.51304 5.41628 -0.00335 -0.005 -0.007 -0.001
H 0.15207 5.20527 0.71965 -0.002 -0.008 0.006
H -0.73965 3.03412 1.42122 0.012 0.013 -0.008